1.
C3H9N2O3 | ωB97M-V/def2-TZVPD

Each atom is followed by the atoms it is bonded to, with distances in Å.
Atoms and positions in Å:
1 O -1.94570 0.59573 0.83993  C2 1.301
2 C -1.87336 -0.69516 0.98220  O1 1.301, C3 1.510, H5 1.090
3 C -1.35322 -1.50094 -0.18451  C2 1.510, N4 1.490, H6 1.106, H7 1.096
4 N -1.20986 -0.47323 -1.25356  C3 1.490, H8 1.015, H9 1.028, H10 1.037
5 H -1.92961 -1.25495 1.91535  C2 1.090
6 H -0.35531 -1.95498 -0.04144  C3 1.106
7 H -2.01698 -2.29655 -0.54101  C3 1.096
8 H -1.29461 -0.85963 -2.18869  N4 1.015
9 H -1.92174 0.25035 -1.08790  N4 1.028
10 H -0.28948 -0.00341 -1.17025  N4 1.037
11 N 2.55042 1.85256 0.37240  C12 1.351, H15 1.004, H16 1.004
12 C 1.68382 0.90937 -0.05614  N11 1.351, O13 1.342, O14 1.214
13 O 1.39764 -0.08937 0.79356  C12 1.342, H17 0.963
14 O 1.17493 0.92478 -1.15848  C12 1.214
15 H 2.89369 1.87171 1.31522  N11 1.004
16 H 2.68418 2.67311 -0.19106  N11 1.004
17 H 1.80517 0.05060 1.65438  O13 0.963

* total charge: 0
* ⟨S²⟩: 0.754
* ΔE to the lowest compared entry with this formula, charge and spin: 0.574 eV
* multiplicity: 2
* lowest unoccupied orbital energy (spin up / spin down): 0.2352 / 0.2147 eV

Charges per atom according to Mulliken partitioning, unit e: -0.7727 -0.3196 -0.4659 -0.1817 0.3755 0.1926 0.3096 0.3478 0.3608 0.2139 -0.4176 0.8156 -0.3923 -0.7292 0.1621 0.2239 0.2773



2.
C3H6ClF | ωB97M-V/def2-TZVPD

Each atom is followed by the atoms it is bonded to, with distances in Å.
Atoms and positions in Å:
1 C -0.54229 -1.77145 -0.89048  C2 1.686, H6 1.044, H7 1.148, H8 1.086
2 C -0.73258 -0.62202 0.32846  C1 1.686, F3 1.312, C4 1.542, H9 1.158
3 F -1.08732 -1.04708 1.51754  C2 1.312
4 C 0.40444 0.38745 0.58486  C2 1.542, Cl5 1.868, H10 1.081, H11 1.071
5 Cl 0.98153 1.57519 -0.73670  C4 1.868
6 H 0.46724 -2.03502 -0.92714  C1 1.044
7 H -1.24138 -2.60372 -0.51962  C1 1.148
8 H -0.78120 -1.46678 -1.90524  C1 1.086
9 H -1.65002 -0.06377 -0.10407  C2 1.158
10 H 1.32893 -0.14950 0.74576  C4 1.081
11 H 0.19887 1.00040 1.43930  C4 1.071

* total charge: 0
* ΔE to the lowest compared entry with this formula, charge and spin: 0.874 eV
* SMILES: C[C@@H](F)CCl
* lowest unoccupied orbital energy: 1.0293 eV

Charges per atom according to Mulliken partitioning, unit e: -0.9885 0.3376 -0.2791 -0.6203 -0.2155 0.2872 0.2924 0.3334 0.1701 0.3107 0.3721



3.
CH5NOP | ωB97M-V/def2-TZVPD

Each atom is followed by the atoms it is bonded to, with distances in Å.
Atoms and positions in Å:
1 C -2.51420 0.45754 0.14976  N2 1.378, H5 1.133, H6 1.012, H7 1.028
2 N -1.35689 0.35477 -0.59187  C1 1.378, O3 1.188
3 O -0.29191 0.19572 -0.08908  N2 1.188
4 P 3.40586 0.40392 0.27673  H8 1.413, H9 1.492
5 H -2.40530 0.47920 1.27751  C1 1.133
6 H -3.24599 -0.20260 -0.08111  C1 1.012
7 H -2.98870 1.31592 -0.15690  C1 1.028
8 H 2.15544 0.02766 0.81700  P4 1.413
9 H 2.65011 1.65696 -0.01626  P4 1.492

* total charge: +1
* ⟨S²⟩: 2.007
* ΔE to the lowest compared entry with this formula, charge and spin: 0.961 eV
* multiplicity: 3
* lowest unoccupied orbital energy (spin up / spin down): -8.8979 / -9.6703 eV

Charges per atom according to Mulliken partitioning, unit e: -0.6056 0.4120 0.0885 0.0488 0.3754 0.3525 0.3454 -0.0418 0.0248



4.
C32H75N10OP2S2 | ωB97M-V/def2-TZVPD

Each atom is followed by the atoms it is bonded to, with distances in Å.
Atoms and positions in Å:
1 C 7.15030 1.65533 2.36647  C2 1.565, H27 1.092, H28 1.095, H29 1.094
2 C 7.57363 3.14158 2.12218  C1 1.565, N3 1.470, H30 1.095, H31 1.096
3 N 6.71265 4.09035 2.84226  C2 1.470, C4 1.490, C6 1.408
4 C 7.46053 5.09839 3.64528  N3 1.490, C5 1.553, H32 1.097, H33 1.091
5 C 7.10334 4.93498 5.14730  C4 1.553, H34 1.094, H35 1.092, H36 1.096
6 C 5.77317 4.70708 1.99468  N3 1.408, S7 1.629, S8 1.784
7 S 6.13186 5.62158 0.69524  C6 1.629
8 S 4.09328 4.41827 2.52049  C6 1.784, C9 1.805
9 C 3.00467 4.91587 1.16974  S8 1.805, C10 1.563, H37 1.095, H38 1.095
10 C 2.29782 3.67080 0.54190  C9 1.563, C11 1.545, H39 1.094, H40 1.096
11 C 0.80779 3.57794 0.94114  C10 1.545, N12 1.464, H41 1.090, H42 1.092
12 N 0.72569 3.06609 2.31007  C11 1.464, C13 1.332, N23 1.375
13 C 0.94344 1.86524 2.84356  N12 1.332, N14 1.352, N18 1.336
14 N 1.27947 0.70829 2.23065  C13 1.352, P15 1.741, H43 1.017
15 P 1.48543 0.42133 0.52579  N14 1.741, N16 1.732, O17 1.642
16 N 3.11742 -0.08106 0.23714  P15 1.732, H44 1.017, H45 1.021
17 O 0.51008 -0.85351 0.17994  P15 1.642, H46 0.976
18 N 0.80418 1.83721 4.17171  C13 1.336, C19 1.338
19 C 0.48809 3.10072 4.47624  N18 1.338, C20 1.495, N23 1.306
20 C 0.31345 3.38961 5.93215  C19 1.495, C21 1.545, H47 1.095, H48 1.093
21 C 1.43308 4.27277 6.52706  C20 1.545, N22 1.252, H49 1.095
22 N 2.64868 4.16631 6.24805  C21 1.252, H50 1.027
23 N 0.43244 3.84561 3.40448  N12 1.375, C19 1.306, P24 1.789
24 P 0.05938 5.58972 3.27146  N23 1.789, C25 1.867, C26 1.832
25 C -1.55552 5.61589 2.33572  P24 1.867, H51 1.097, H52 1.096, H53 1.093
26 C -0.34840 6.35595 4.88513  P24 1.832, H54 1.091, H55 1.097, H56 1.096
27 H 6.71100 1.57907 3.36362  C1 1.092
28 H 6.44960 1.38621 1.56955  C1 1.095
29 H 8.04418 1.02667 2.32166  C1 1.094
30 H 8.61275 3.20786 2.45950  C2 1.095
31 H 7.60727 3.31119 1.03955  C2 1.096
32 H 7.06932 6.08270 3.36037  C4 1.097
33 H 8.53961 5.07944 3.48293  C4 1.091
34 H 7.66115 4.09436 5.57150  C5 1.094
35 H 6.02214 4.79358 5.20804  C5 1.092
36 H 7.41226 5.84510 5.67303  C5 1.096
37 H 2.24920 5.62285 1.52811  C9 1.095
38 H 3.52737 5.43910 0.36202  C9 1.095
39 H 2.44432 3.63168 -0.54115  C10 1.094
40 H 2.82137 2.80083 0.95535  C10 1.096
41 H 0.26793 2.90883 0.27090  C11 1.090
42 H 0.37394 4.56951 0.79725  C11 1.092
43 H 1.42132 -0.07479 2.86382  N14 1.017
44 H 3.31088 0.12799 -0.73912  N16 1.017
45 H 3.68798 0.52082 0.83193  N16 1.021
46 H 0.79453 -1.65046 0.66674  O17 0.976
47 H 0.39762 2.42630 6.44652  C20 1.095
48 H -0.67437 3.76774 6.20692  C20 1.093
49 H 1.14077 5.04022 7.25108  C21 1.095
50 H 2.78896 3.40164 5.57724  N22 1.027
51 H -2.31501 6.19333 2.87680  C25 1.097
52 H -1.97342 4.61471 2.17908  C25 1.096
53 H -1.43108 6.11031 1.36852  C25 1.093
54 H 0.52789 6.64367 5.46800  C26 1.091
55 H -1.00028 5.75062 5.52645  C26 1.097
56 H -0.93448 7.25185 4.64923  C26 1.096
57 C -0.66726 -3.95783 -0.91394  C58 1.522, H64 1.091, H65 1.092, H66 1.093
58 C -1.76441 -4.68694 -0.15177  C57 1.522, N59 1.449, H67 1.094, H68 1.102
59 N -1.52241 -6.10992 -0.02049  C58 1.449, C60 1.455, C62 1.453
60 C -2.68866 -6.85380 0.42956  N59 1.455, C61 1.532, H69 1.093, H70 1.096
61 C -3.22709 -6.55478 1.83186  C60 1.532, H71 1.089, H72 1.092, H73 1.091
62 C -0.25892 -6.48642 0.58997  N59 1.453, C63 1.533, H74 1.094, H75 1.093
63 C 0.04570 -5.95658 1.99633  C62 1.533, H76 1.092, H77 1.093, H78 1.089
64 H -0.49148 -4.41932 -1.88676  C57 1.091
65 H -0.96125 -2.91982 -1.08341  C57 1.092
66 H 0.27526 -3.94396 -0.36043  C57 1.093
67 H -2.69684 -4.54380 -0.70528  C58 1.094
68 H -1.90399 -4.19873 0.82634  C58 1.102
69 H -2.48288 -7.92473 0.35135  C60 1.093
70 H -3.49745 -6.67210 -0.28688  C60 1.096
71 H -2.58986 -6.97399 2.60958  C61 1.089
72 H -4.21166 -7.01265 1.94976  C61 1.092
73 H -3.34382 -5.48530 2.01302  C61 1.091
74 H 0.54816 -6.16173 -0.07355  C62 1.094
75 H -0.17897 -7.57603 0.59620  C62 1.093
76 H -0.16993 -4.89059 2.09553  C63 1.092
77 H 1.10708 -6.09523 2.21571  C63 1.093
78 H -0.50790 -6.49409 2.76426  C63 1.089
79 C -7.79766 -4.07857 -5.25164  C80 1.522, H86 1.091, H87 1.091, H88 1.091
80 C -7.57059 -4.17953 -3.74996  C79 1.522, N81 1.451, H89 1.094, H90 1.101
81 N -6.99330 -5.44640 -3.34020  C80 1.451, C82 1.453, C84 1.453
82 C -7.05086 -5.67100 -1.90602  N81 1.453, C83 1.532, H91 1.094, H92 1.095
83 C -6.25470 -4.72468 -1.00222  C82 1.532, H93 1.090, H94 1.093, H95 1.091
84 C -5.74307 -5.81427 -3.98364  N81 1.453, C85 1.534, H96 1.094, H97 1.093
85 C -4.55941 -4.84651 -3.86290  C84 1.534, H98 1.091, H99 1.092, H100 1.090
86 H -8.39086 -4.91889 -5.61499  C79 1.091
87 H -8.33975 -3.16001 -5.48214  C79 1.091
88 H -6.85873 -4.04968 -5.80697  C79 1.091
89 H -8.54398 -4.07099 -3.26360  C80 1.094
90 H -6.96083 -3.32217 -3.42401  C80 1.101
91 H -6.74841 -6.70084 -1.69488  C82 1.094
92 H -8.10198 -5.62132 -1.60311  C82 1.095
93 H -5.18441 -4.92613 -1.05059  C83 1.090
94 H -6.55789 -4.87055 0.03760  C83 1.093
95 H -6.42598 -3.67506 -1.24473  C83 1.091
96 H -5.94270 -5.96928 -5.04759  C84 1.094
97 H -5.43458 -6.79864 -3.62202  C84 1.093
98 H -4.84571 -3.81198 -4.06001  C85 1.091
99 H -3.79281 -5.11580 -4.59315  C85 1.092
100 H -4.09037 -4.89564 -2.88015  C85 1.090
101 C 2.15231 3.28855 -4.36425  C102 1.523, H108 1.092, H109 1.092, H110 1.090
102 C 1.62505 1.88944 -4.07673  C101 1.523, N103 1.451, H111 1.096, H112 1.100
103 N 0.17762 1.80082 -4.11362  C102 1.451, C104 1.455, C106 1.455
104 C -0.33772 0.56213 -3.55085  N103 1.455, C105 1.532, H113 1.094, H114 1.096
105 C 0.01619 -0.74917 -4.25866  C104 1.532, H115 1.089, H116 1.093, H117 1.091
106 C -0.45728 2.24820 -5.34446  N103 1.455, C107 1.532, H118 1.094, H119 1.093
107 C -0.03997 1.57170 -6.65432  C106 1.532, H120 1.091, H121 1.092, H122 1.089
108 H 1.69405 4.02459 -3.70008  C101 1.092
109 H 3.23187 3.31734 -4.20452  C101 1.092
110 H 1.96937 3.59079 -5.39563  C101 1.090
111 H 1.96146 1.61206 -3.07068  C102 1.096
112 H 2.10095 1.18125 -4.77134  C102 1.100
113 H -1.42573 0.63292 -3.46461  C104 1.094
114 H 0.02114 0.49410 -2.51781  C104 1.096
115 H -0.54287 -0.87444 -5.18455  C105 1.089
116 H -0.24472 -1.59297 -3.61515  C105 1.093
117 H 1.08153 -0.82719 -4.47966  C105 1.091
118 H -0.27624 3.32194 -5.44812  C106 1.094
119 H -1.54148 2.16835 -5.23263  C106 1.093
120 H 1.04298 1.47905 -6.74935  C107 1.091
121 H -0.38923 2.16856 -7.49927  C107 1.092
122 H -0.48271 0.58284 -6.76210  C107 1.089

* total charge: +1
* lowest unoccupied orbital energy: -2.5450 eV

Here are the Mulliken charges for atoms 1 to 99, given in e: -1.0224 -0.5566 0.4084 -0.6221 -0.9243 -0.4311 -0.1662 0.1149 -0.8433 0.1361 -0.9673 0.2140 0.4524 -0.2189 0.1513 -0.6226 -0.2217 -0.5873 0.3163 -0.8175 -0.1945 -0.5565 0.3622 0.1551 -1.1585 -1.1758 0.2786 0.1443 0.3857 0.3775 0.4093 0.3361 0.4729 0.2760 0.1346 0.3809 0.1938 0.5599 0.3003 -0.2518 0.3900 0.4029 0.3370 0.3099 0.3186 0.2567 0.3466 0.3297 0.5185 0.2422 0.4277 0.3443 0.3643 0.3475 0.3870 0.4626 -1.5670 0.1485 0.1092 -0.4750 -1.1031 -0.6682 -0.9321 0.2764 0.5346 0.2466 0.0531 0.2039 0.3923 0.1795 0.2951 0.4400 0.2573 0.3704 0.3754 0.2001 0.3689 0.2693 -1.4525 -0.3014 0.1590 -0.8116 -0.6843 -0.8253 -0.3887 0.3333 0.4350 0.2932 0.4517 0.2354 0.3820 0.3671 -0.1119 0.4175 0.3381 0.3548 0.3500 0.2541 0.4203